Entry from the OMol25 dataset: a structure of composition C38H33GdN6O3S5 at a distorted geometry (wB97M-V/def2-TZVPD).

Energy relative to the best compared isomer or geometry (same formula, charge and spin)   108.9 kcal per mole
<S²>   16.0808
E   -130034.73468 eV
E_HOMO (alpha / beta)   -6.42 / -6.42 eV

```
! wB97M-V def2-TZVPD RIJCOSX def2/J DEFGRID3
* xyz 0 8
Gd 10.10 12.30 14.48
S 8.71 10.22 13.42
C 9.88 8.96 13.07
C 9.46 7.85 12.29
C 10.32 6.78 12.04
C 11.58 6.71 12.56
C 12.08 7.81 13.31
C 11.24 8.86 13.56
S 11.95 10.15 14.59
C 13.43 10.72 13.79
C 13.69 12.27 13.94
C 14.64 12.86 13.10
C 14.82 14.25 13.08
C 13.99 15.01 13.83
C 13.10 14.44 14.71
C 12.52 15.25 15.81
S 11.28 16.38 15.02
C 10.34 16.57 16.47
C 10.75 17.12 17.68
C 9.79 17.20 18.72
C 8.51 16.67 18.55
C 8.15 16.03 17.37
C 9.07 15.95 16.26
S 8.78 15.14 14.78
N 12.82 13.09 14.60
H 8.37 7.67 12.12
H 9.94 5.91 11.54
H 12.14 5.83 12.45
H 13.09 7.85 13.59
H 13.55 10.54 12.73
H 14.26 10.22 14.30
H 15.30 12.32 12.46
H 15.63 14.65 12.51
H 13.94 16.14 13.74
H 13.25 16.02 16.14
H 12.11 14.75 16.74
H 11.76 17.45 17.79
H 10.04 17.69 19.66
H 7.78 16.79 19.36
H 7.14 15.62 17.29
O 10.68 13.11 12.53
S 11.02 13.13 11.07
O 12.22 12.35 10.74
N 10.93 14.70 10.82
C 11.36 15.17 9.61
C 12.21 14.46 8.74
C 12.63 15.02 7.51
C 12.09 16.25 7.08
C 11.09 16.87 7.88
C 10.47 18.04 7.43
C 9.62 18.72 8.28
C 9.51 18.35 9.58
N 10.07 17.27 10.11
C 10.87 16.48 9.29
C 9.75 12.28 10.08
C 8.89 13.18 9.42
C 7.83 12.64 8.68
C 7.69 11.24 8.68
C 8.67 10.44 9.26
C 9.66 10.89 10.03
H 12.59 13.55 9.11
H 13.36 14.47 6.91
H 12.51 16.73 6.23
H 10.57 18.38 6.43
H 9.02 19.59 7.93
H 9.00 18.95 10.30
H 9.05 14.22 9.65
H 7.15 13.35 8.15
H 6.91 10.88 8.02
H 8.52 9.35 9.13
H 10.34 10.20 10.61
C 5.93 12.02 19.49
N 6.97 12.21 18.43
C 8.48 12.04 18.64
C 8.89 12.21 17.12
O 10.12 12.24 16.80
N 7.85 12.31 16.30
C 6.77 12.22 17.07
N 5.55 12.25 16.47
H 6.43 12.22 20.53
H 5.54 10.99 19.44
H 5.13 12.71 19.30
H 8.70 11.00 19.06
H 8.98 12.78 19.25
H 5.52 12.15 15.47
H 4.68 11.95 16.95
*
```

---

Entry from the OMol25 dataset: a structure of composition C38H33HfN10O3 at a distorted geometry (wB97M-V/def2-TZVPD).

E   -62291.46021 eV
E_HOMO   -2.92 eV

```
! wB97M-V def2-TZVPD RIJCOSX def2/J DEFGRID3
* xyz -1 1
Hf -0.86 0.06 0.55
O 2.88 -1.22 2.14
C 3.24 -0.15 2.87
C 4.36 -0.18 3.70
C 4.73 0.92 4.44
C 3.99 2.09 4.36
C 2.87 2.13 3.55
C 2.48 1.03 2.80
C 1.26 1.08 1.97
O 1.08 0.18 1.03
N 0.42 2.03 2.22
N -0.72 1.97 1.41
C -1.08 3.22 0.98
C -1.55 3.37 -0.27
C -1.84 4.56 -1.11
C -2.70 4.44 -3.14
C -3.11 3.17 -3.81
C -2.32 2.17 -3.45
N -1.63 2.20 -1.09
H 3.40 -1.99 2.39
H 4.94 -1.09 3.76
H 5.61 0.87 5.07
H 4.27 2.95 4.94
H 2.27 3.02 3.48
H -0.86 4.06 1.62
H -1.46 5.49 -0.70
H -2.78 5.32 -3.78
H -3.96 3.10 -4.47
H -2.41 1.14 -3.75
C -3.29 4.68 -1.70
C -1.34 4.15 -2.51
C -1.27 2.60 -2.47
C -2.93 1.62 -0.92
C -4.12 2.39 -0.95
C -4.30 3.70 -1.24
N -2.80 0.36 -0.54
C -3.70 -0.65 -0.54
C -4.91 -0.72 -1.23
C -5.62 -1.89 -1.28
C -5.14 -3.05 -0.65
C -3.95 -3.03 0.03
C -3.21 -1.83 0.14
N -2.11 -1.63 0.86
N -1.41 -2.67 1.40
C -0.60 -2.25 2.36
C 0.26 -3.17 3.03
C 0.97 -2.75 4.11
C 0.82 -1.43 4.57
C 0.00 -0.58 3.85
N -0.67 -0.93 2.76
H -3.70 5.69 -1.60
H -0.45 4.63 -2.92
H -0.27 2.21 -2.68
H -5.01 1.85 -0.62
H -5.30 4.10 -1.13
H -5.26 0.14 -1.79
H -6.55 -1.93 -1.84
H -5.71 -3.96 -0.73
H -3.54 -3.92 0.49
H 0.33 -4.17 2.64
H 1.65 -3.43 4.63
H 1.34 -1.08 5.45
H -0.13 0.44 4.18
O -0.02 -0.32 -1.20
N -0.61 -1.53 -1.29
C 0.14 -2.57 -1.51
C -0.54 -3.80 -1.68
N -1.04 -4.82 -1.85
C 1.59 -2.58 -1.70
N 2.18 -3.59 -2.49
C 4.93 -2.17 -0.74
C 3.85 -1.99 -1.81
C 4.24 -0.82 -2.73
C 3.60 -3.28 -2.63
C 2.49 -1.72 -1.22
H 5.91 -2.35 -1.20
H 4.69 -3.00 -0.09
H 5.00 -1.27 -0.14
H 5.17 -1.02 -3.25
H 4.35 0.09 -2.14
H 3.45 -0.65 -3.46
H 3.87 -3.15 -3.68
H 1.68 -3.81 -3.34
H 4.17 -4.13 -2.23
H 2.31 -0.95 -0.50
*
```

---

Entry from the OMol25 dataset: a structure of composition C38H33IN3O2P2Pd at a distorted geometry (wB97M-V/def2-TZVPD).

Energy relative to the best compared isomer or geometry (same formula, charge and spin)   14.3 kcal per mole
<S²>   6.0405
E   -78636.24522 eV
E_HOMO (alpha / beta)   -16.27 / -16.42 eV

```
! wB97M-V def2-TZVPD RIJCOSX def2/J DEFGRID3
* xyz 3 5
Pd 0.87 0.54 0.89
C 1.10 -4.24 -0.59
C 2.41 -3.57 -0.45
N 3.48 -4.22 -0.76
C 4.69 -3.73 -0.76
C 4.92 -2.37 -0.53
C 6.34 -1.85 -0.72
O 6.72 -0.78 0.10
C 3.82 -1.58 -0.15
C 4.01 -0.18 0.14
N 3.14 0.70 0.48
C 3.54 2.01 0.74
C 4.40 2.70 -0.13
C 4.81 3.99 0.17
C 4.41 4.61 1.34
C 3.58 3.94 2.23
C 3.12 2.68 1.91
I 1.79 1.65 3.26
C 2.52 -2.18 0.03
O 1.53 -1.61 0.56
H 1.14 -4.97 -1.40
H 0.29 -3.53 -0.75
H 0.89 -4.81 0.32
H 5.49 -4.43 -0.94
H 6.40 -1.50 -1.76
H 7.03 -2.70 -0.61
H 7.30 -1.07 0.81
H 5.06 0.12 0.11
H 4.72 2.22 -1.04
H 5.47 4.51 -0.51
H 4.76 5.60 1.58
H 3.30 4.40 3.17
N -2.09 -0.19 1.15
P -1.23 -1.56 0.62
C -2.49 -2.85 0.86
C -2.12 -4.19 1.00
C -3.08 -5.17 1.12
C -4.42 -4.83 1.18
C -4.79 -3.49 1.09
C -3.84 -2.50 0.92
C -1.04 -1.16 -1.17
C -0.08 -0.25 -1.60
C 0.01 0.09 -2.94
C -0.86 -0.48 -3.85
C -1.81 -1.40 -3.43
C -1.89 -1.76 -2.09
P -1.42 1.39 1.02
C -2.59 2.35 2.03
C -3.48 1.79 2.96
C -4.45 2.60 3.53
C -4.50 3.96 3.23
C -3.59 4.52 2.35
C -2.63 3.72 1.75
C -1.88 1.91 -0.67
C -3.13 1.58 -1.19
C -3.47 2.02 -2.46
C -2.58 2.80 -3.19
C -1.34 3.14 -2.66
C -0.99 2.68 -1.40
H -2.58 -0.34 2.02
H -1.08 -4.46 1.05
H -2.79 -6.21 1.19
H -5.18 -5.59 1.32
H -5.84 -3.22 1.14
H -4.16 -1.48 0.80
H 0.63 0.22 -0.87
H 0.76 0.80 -3.28
H -0.80 -0.22 -4.90
H -2.48 -1.86 -4.14
H -2.61 -2.50 -1.77
H -3.45 0.75 3.25
H -5.16 2.17 4.21
H -5.24 4.58 3.71
H -3.62 5.57 2.13
H -1.92 4.13 1.05
H -3.82 0.99 -0.61
H -4.43 1.78 -2.87
H -2.85 3.14 -4.17
H -0.67 3.76 -3.22
H -0.01 2.93 -0.97
*
```

---

- Among the records above, which one has the highest E?
  C38H33HfN10O3